Molecular formula: C26H36As3F3N2O2Rb
Method: DFT, ωB97M-V/def2-TZVPD

Geometry as XYZ:
```
73
Properties=species:S:1:pos:R:3:forces:R:3:mulliken_charge:R:1
Rb 0.327614 -0.627891 -0.686448 0.032 0.078 -0.224 0.666
O 2.560033 0.795371 0.272069 -0.005 -0.064 0.034 -0.534
N 2.726646 0.504614 1.479342 0.047 0.018 -0.019 -0.633
N 1.644035 0.454068 2.190185 -0.063 0.053 0.109 0.600
O 0.436348 0.718903 1.742663 0.009 -0.042 -0.016 -0.077
C 1.802466 0.136530 3.571051 -0.003 0.006 -0.058 -0.126
C 2.987140 -0.404554 4.066093 0.015 0.014 0.026 -0.388
C 3.080370 -0.712535 5.411645 -0.002 -0.021 0.001 -0.410
C 2.007148 -0.497198 6.269499 -0.006 0.001 -0.018 -0.606
C 0.830890 0.032525 5.762720 0.005 0.001 0.008 -0.566
C 0.721474 0.348193 4.414533 -0.020 -0.002 0.006 -0.042
H 3.810671 -0.587363 3.393041 -0.002 0.000 0.005 0.482
H 3.995358 -1.150020 5.790892 0.000 0.003 0.004 0.371
H 2.085211 -0.761822 7.315957 -0.007 0.005 0.003 0.396
H -0.018194 0.195448 6.415076 0.003 -0.004 0.006 0.381
H -0.189934 0.743348 3.990716 0.000 0.001 0.000 0.387
C -5.185937 0.651832 -1.010519 0.019 -0.016 -0.005 -1.217
As -3.256099 0.437401 -0.675701 0.016 -0.010 0.077 0.214
C -3.384404 -1.369990 0.067252 -0.008 0.026 0.024 -0.842
C -3.170348 1.293042 1.111116 0.018 -0.018 0.001 -1.235
C -2.965812 2.819236 1.219637 0.004 -0.014 -0.023 3.019
C -3.796191 3.545780 0.164496 -0.018 0.063 -0.044 -1.903
C -1.476587 3.174982 1.119746 0.031 0.044 -0.020 -1.043
As -0.419396 2.832924 -0.516567 -0.029 0.095 0.028 0.389
C -0.992459 4.395187 -1.585365 0.011 -0.012 0.009 -1.252
C 1.173842 3.703285 0.216061 -0.021 0.006 0.037 -0.951
C -3.441323 3.199634 2.640454 -0.012 -0.009 0.034 -1.951
As -3.663920 5.027658 3.380188 -0.012 0.017 -0.019 0.311
C -5.314592 5.578679 2.457365 0.016 -0.017 0.007 -1.127
C -2.449784 6.221750 2.396198 0.005 -0.013 0.004 -1.045
H -5.749035 0.476637 -0.092058 -0.007 0.005 -0.001 0.332
H -5.484942 -0.086063 -1.755418 0.000 -0.002 0.001 0.418
H -5.415418 1.644687 -1.394050 0.014 -0.007 0.002 0.361
H -4.230473 -1.428406 0.754785 -0.009 -0.014 -0.003 0.347
H -2.467634 -1.620629 0.599901 0.002 -0.017 -0.004 0.064
H -3.482590 -2.103732 -0.729919 -0.022 0.005 -0.009 0.417
H -2.358199 0.786759 1.643282 0.004 -0.008 -0.010 0.013
H -4.103663 1.004355 1.605453 -0.003 0.010 -0.001 0.769
H -3.547827 3.194020 -0.839044 0.017 -0.010 0.007 0.254
H -3.610994 4.620647 0.181909 0.001 -0.001 0.014 0.147
H -4.866049 3.382295 0.320501 0.011 -0.016 0.019 0.431
H -0.920756 2.610859 1.873501 -0.021 -0.005 0.013 0.206
H -1.337447 4.235826 1.329737 -0.008 0.015 0.000 0.131
H -1.150196 5.266992 -0.946772 -0.007 -0.001 -0.001 0.279
H -1.903211 4.186745 -2.144513 -0.005 -0.006 -0.002 0.328
H -0.196997 4.623161 -2.296488 -0.009 0.000 -0.010 0.462
H 0.945841 4.732511 0.502789 0.005 -0.001 -0.003 0.397
H 1.980507 3.689421 -0.514917 -0.006 -0.007 -0.012 0.406
H 1.491508 3.128629 1.082731 0.015 0.001 -0.004 0.011
H -2.794083 2.691076 3.360580 0.003 0.003 -0.007 0.373
H -4.443899 2.785951 2.803138 0.000 0.006 0.000 0.630
H -6.099235 4.851072 2.666293 0.000 0.002 0.002 0.321
H -5.188753 5.666734 1.380235 0.004 0.000 -0.005 0.284
H -5.627727 6.541833 2.860815 0.002 0.000 0.001 0.389
H -1.417169 6.030549 2.683519 -0.001 0.002 0.001 0.296
H -2.706351 7.237436 2.700928 -0.002 0.001 -0.003 0.396
H -2.545169 6.141670 1.314728 -0.003 0.005 -0.001 0.215
F 0.709216 -5.644057 6.071229 0.007 0.003 -0.002 -0.289
C 1.624854 -4.924671 5.371372 -0.003 -0.007 0.004 0.863
F 1.933064 -3.864506 6.138902 -0.006 0.003 -0.002 -0.191
F 2.731527 -5.704039 5.321906 -0.005 0.005 0.004 -0.298
C 1.136275 -4.546364 4.013640 0.004 0.013 0.009 0.218
C 1.097165 -5.516264 3.016112 -0.015 -0.004 -0.034 -0.626
C 0.617636 -5.200032 1.761871 0.012 -0.011 0.021 -0.775
C 0.157659 -3.906232 1.460792 -0.011 -0.056 -0.046 0.455
C 0.203386 -2.946303 2.483777 0.014 -0.013 -0.008 -0.269
C 0.687623 -3.260703 3.743411 0.011 -0.005 0.008 -0.572
C -0.321280 -3.596372 0.149369 -0.032 -0.002 0.074 0.262
C -0.734215 -3.331226 -0.985396 0.011 -0.092 0.001 -1.718
H 1.451158 -6.518849 3.222933 0.001 0.003 0.012 0.373
H 0.591978 -5.948278 0.981209 -0.001 0.001 -0.001 0.441
H -0.138504 -1.935833 2.285692 0.009 0.012 0.000 0.677
H 0.723754 -2.499123 4.512144 0.006 0.002 -0.002 0.504
```
Forces are in eV/Å.

## Properties
net charge	-1
DFT total energy	-8303.215225	Eh
HOMO level	-4.964	eV

Molecular formula: C26H36B2F16N3O7PS3
Method: DFT, ωB97M-V/def2-TZVPD

Geometry as XYZ:
```
94
Properties=species:S:1:pos:R:3:forces:R:3:mulliken_charge:R:1
C 5.039520 2.124700 -0.370580 -0.266 -0.292 0.020 -0.807
C 5.280369 0.867211 0.464678 0.060 0.308 -0.244 -0.314
C 5.133616 -0.440277 -0.315137 -0.118 0.150 0.397 -0.858
C 3.825127 -0.573129 -1.076351 -0.256 -0.224 -0.036 0.880
C 3.838539 -1.692099 -2.112175 -0.157 -0.196 0.441 -1.234
C 2.499995 -1.919696 -2.817717 0.176 0.402 -0.088 -0.308
C 1.820439 -0.642955 -3.357136 0.088 -0.583 0.301 -1.395
C 0.772497 -0.123688 -2.383028 -0.265 -0.048 -0.268 0.627
C 0.128799 1.217844 -2.774390 0.079 -0.278 0.246 -1.062
C -0.027920 2.195937 -1.595059 -0.233 0.223 -0.945 -0.577
C -0.679870 1.539966 -0.391574 0.420 -0.044 -0.329 -1.185
N -1.926356 0.868038 -0.872687 0.722 -0.523 1.149 1.114
C -2.927173 0.630800 0.171571 -0.161 -0.635 1.002 -1.310
P -4.218673 -0.440284 -0.645458 -0.012 -0.085 -1.106 -0.066
S -3.668672 -0.924468 -2.445597 -0.067 -0.551 0.079 -0.372
C -2.206159 0.152445 1.437173 0.514 -0.232 -0.002 0.670
C -3.118655 -0.547199 2.465703 0.297 0.183 0.226 -1.932
C -2.642076 -1.949905 2.836399 -0.394 -0.193 -0.155 -1.259
C -2.684837 -2.983153 1.722172 0.041 -0.305 0.945 1.067
F -2.276073 -2.498087 0.512005 -0.413 -0.223 0.005 -0.176
F -3.958597 -3.464910 1.597157 0.345 0.323 -0.368 -0.379
C -1.785394 -4.216054 2.042785 -0.378 -0.463 -0.711 0.399
F -2.211914 -5.260016 1.286152 0.185 0.290 0.329 -0.305
F -1.933842 -4.566916 3.338735 0.181 0.288 -0.280 -0.302
C -0.288332 -3.975964 1.657091 0.159 0.196 -0.471 0.352
F -0.147828 -4.239582 0.333383 -0.027 0.042 0.574 -0.345
F 0.049041 -2.668119 1.839547 -0.144 -0.428 0.044 -0.175
C 0.717411 -4.823574 2.469504 -0.210 0.176 0.914 0.645
F 0.297133 -6.103792 2.597319 0.186 0.602 -0.326 -0.301
F 0.743714 -4.273200 3.717171 0.050 -0.227 -0.443 -0.291
C 2.188088 -4.797328 1.968968 0.553 -0.570 0.291 0.428
F 2.887766 -5.489738 2.903891 -0.265 0.192 -0.280 -0.318
F 2.660600 -3.537339 1.947784 -0.302 -0.318 -0.045 -0.137
C 2.476855 -5.475149 0.583251 0.159 0.522 -0.608 0.648
F 3.689870 -6.037916 0.605616 -0.619 0.063 -0.015 -0.265
F 2.485065 -4.523383 -0.372068 -0.049 -0.480 0.345 -0.148
F 1.550273 -6.385490 0.260916 0.562 0.194 0.235 -0.235
C -1.461101 1.410773 1.986202 -0.700 0.414 -0.090 -1.560
S -0.270652 0.909494 3.205084 -0.331 -2.210 -0.472 1.216
O -0.914021 0.083708 4.185085 0.452 0.713 -0.237 -0.783
O 0.902148 0.421486 2.544899 -0.358 0.618 0.526 -0.351
F 0.019400 2.259416 3.896313 0.316 0.431 0.183 -0.272
C -0.917820 2.380452 0.853062 -0.004 -0.018 0.843 0.350
N -1.987498 3.386360 0.721741 0.788 1.487 -1.450 -0.541
C -1.966562 4.373247 -0.023810 0.602 -1.300 1.334 0.526
S -2.005462 5.613440 -0.963133 0.586 -0.145 0.587 -0.300
B 0.472546 3.137760 1.233938 0.402 0.165 0.520 0.746
N 0.511798 4.314499 2.061705 -0.576 -0.391 -0.539 -0.534
O 1.644493 2.595681 0.789893 -0.307 -0.162 -0.119 -0.387
H 5.560180 2.048683 -1.324166 0.126 0.168 -0.061 0.368
H 5.351406 3.025127 0.152749 0.171 0.073 0.005 0.394
H 3.978245 2.236221 -0.587040 -0.073 0.058 -0.101 -0.185
H 4.588339 0.869889 1.308849 0.008 -0.064 0.131 0.175
H 6.293040 0.916870 0.863644 0.030 -0.085 0.200 0.376
H 5.164268 -1.236684 0.430847 0.185 -0.250 -0.132 0.215
H 5.994324 -0.580383 -0.970783 0.018 0.063 -0.164 0.480
H 3.041644 -0.799911 -0.346335 -0.111 0.063 0.063 -0.210
H 3.522985 0.359865 -1.548346 0.168 0.166 -0.063 0.042
H 4.645861 -1.537030 -2.828785 0.017 0.124 -0.116 0.383
H 4.068026 -2.612280 -1.569111 0.232 -0.127 -0.128 0.248
H 1.827666 -2.404268 -2.107452 -0.148 -0.115 -0.044 -0.009
H 2.659895 -2.608235 -3.644957 -0.018 -0.188 0.015 0.457
H 1.340604 -0.906021 -4.297947 -0.026 0.315 -0.196 0.440
H 2.572723 0.125879 -3.530741 0.026 0.099 -0.231 0.548
H -0.017436 -0.881924 -2.350734 -0.012 -0.141 0.150 0.322
H 1.211132 -0.105999 -1.386657 0.119 0.199 0.070 -0.494
H 0.720708 1.712242 -3.542075 0.106 0.066 -0.022 0.757
H -0.836928 1.016734 -3.237813 -0.072 0.116 -0.071 0.273
H 0.956013 2.586292 -1.364363 0.030 -0.040 0.354 0.467
H -0.622131 3.034012 -1.967131 -0.091 0.087 0.206 0.236
H -0.005301 0.743875 -0.080315 0.007 -0.047 0.232 0.248
H -2.393801 1.367787 -1.680768 -0.150 0.374 -0.029 0.280
H -1.661688 -0.055625 -1.229955 -0.085 0.035 -0.303 0.168
H -3.445872 1.551195 0.433172 0.010 0.152 -0.443 1.030
H -5.352665 0.375124 -0.632489 -0.104 0.061 0.335 0.158
H -4.569021 -1.538291 0.139337 0.000 0.171 0.415 0.153
H -1.425652 -0.562516 1.175080 -0.015 -0.037 -0.281 0.084
H -4.169247 -0.566468 2.178765 -0.016 0.011 -0.285 1.026
H -3.092195 0.023823 3.388392 -0.118 0.027 0.120 0.474
H -3.298683 -2.340372 3.611561 -0.007 -0.101 0.076 0.617
H -1.648601 -1.936564 3.267975 0.132 0.223 -0.030 0.571
H -2.221955 1.975003 2.526854 0.163 0.192 0.207 1.336
H 0.819421 5.137460 1.559865 0.342 0.128 0.300 0.239
H -0.363645 4.511731 2.526835 -0.028 0.299 -0.067 0.224
H 2.371026 2.838023 1.369551 0.247 0.232 -0.092 0.244
B -4.362672 5.288591 -3.113197 -0.452 0.430 -0.194 0.592
O -3.652185 4.028163 -3.602440 0.049 -0.267 0.061 -0.495
C -3.588437 3.180127 -2.645954 -0.080 0.073 0.075 0.769
O -3.082280 2.066105 -2.674140 -0.293 0.889 -1.063 -0.475
C -4.255814 3.765902 -1.389042 -0.587 -0.166 0.081 0.326
O -4.332929 3.178362 -0.333816 -0.697 0.086 -0.516 -0.562
O -4.684000 4.954755 -1.667892 -0.388 -0.180 -0.296 -0.524
F -5.509336 5.489576 -3.825467 0.033 -0.126 0.033 -0.314
F -3.504645 6.355304 -3.174557 0.045 0.094 -0.109 -0.336
```
Forces are in eV/Å.

## Properties
DFT total energy	-4887.087333	Eh
HOMO level	-9.427	eV

Number 1: Kohn-Sham gap 7.23 eV. Number 2: Kohn-Sham gap 9.36 eV.